1) # C3H8N2O2S

2 unconnected molecules or ions with the total composition C3H8N2O2S (ωB97M-V/def2-TZVPD, the OMol25 dataset).

Computed properties:
* SMILES: CN=[S@](C)(=O)O.C#N
* HOMO-LUMO gap: 0.352 Ha

The geometry in ORCA input format:
```
! RIJCOSX wB97M-V def2-TZVPD def2/J DEFGRID3
* xyz 0 1
C 1.75161 0.22953 1.06053
N 0.35990 0.19624 0.59993
S 0.16471 1.18601 -0.64545
C -1.52802 0.94897 -1.19680
O 1.08095 1.25902 -1.74624
O -0.04376 2.69575 0.02108
H 1.83752 1.12603 1.76476
H 1.87850 -0.58587 1.68277
H 2.51076 0.21098 0.29248
H -1.71158 -0.22197 -1.01838
H -2.09154 1.53823 -0.47782
H -1.61408 1.34559 -2.21633
H 0.21178 2.60074 1.00527
C -1.11527 -2.04095 1.63953
N -1.67532 -1.05628 1.36418
H -0.50140 -2.89748 1.91279
*
```

***

2) # C3H8N2O2S

2 unconnected molecules or ions with the total composition C3H8N2O2S (ωB97M-V/def2-TZVPD, the OMol25 dataset).

Computed properties:
* SMILES: NC(S)=C(O)O.C=N
* HOMO-LUMO gap: 0.311 Ha

The geometry in ORCA input format:
```
! RIJCOSX wB97M-V def2-TZVPD def2/J DEFGRID3
* xyz 0 1
N 0.74070 0.33650 -1.39997
C 1.00213 -0.23758 -0.15014
S 2.06388 0.72120 1.04931
C 0.39640 -1.28138 0.43901
O -0.46721 -2.00994 -0.32965
O 0.56017 -1.82546 1.60722
H 1.55209 0.27977 -1.94315
H -0.08890 -0.19999 -1.75491
H 3.36384 0.42951 0.47098
H -1.01334 -2.45906 0.27525
H 1.27144 -1.36770 2.09098
C -2.06937 1.25109 -0.38190
N -1.73289 1.72076 0.71957
H -1.66377 1.68519 -1.32659
H -2.56840 0.29066 -0.16241
H -1.34677 2.66642 0.79640
*
```

***

Energy ordering: 2) at the bottom, the next structure 121.0 kJ/mol above.

***

1) # ClFH2NOP

2 unconnected molecules or ions with the total composition ClFH2NOP (ωB97M-V/def2-TZVPD, the OMol25 dataset).

Computed properties:
* HOMO-LUMO gap: 0.401 Ha

The geometry in ORCA input format:
```
! RIJCOSX wB97M-V def2-TZVPD def2/J DEFGRID3
* xyz 0 1
N 0.94894 -1.16904 1.15337
O 1.36335 -0.88448 -1.55140
F -0.09511 1.83404 -0.30582
P 1.57210 -0.59136 -0.13574
Cl 2.93119 0.77071 0.24530
H 0.25529 -1.88464 0.98395
H -0.57332 1.91497 -1.10963
*
```

***

2) # ClFH2NOP

A single ClFH2NOP molecule (ωB97M-V/def2-TZVPD, the OMol25 dataset).

Computed properties:
* SMILES: N=[P@@](O)(F)Cl
* HOMO-LUMO gap: 0.380 Ha

The geometry in ORCA input format:
```
! RIJCOSX wB97M-V def2-TZVPD def2/J DEFGRID3
* xyz 0 1
N -1.22763 0.44674 -0.52517
P 0.17072 0.01635 -0.08423
O 0.24837 -0.27789 1.49829
F 0.53216 -1.47139 -0.70886
Cl 2.20317 0.97541 -0.42527
H -1.19878 0.48450 -1.54139
H -0.72801 -0.17373 1.78662
*
```

***

Energy ordering: 2) at the bottom, the next structure 83.3 kJ/mol above.

***

1) # C9H9N3

A single C9H9N3 molecule (ωB97M-V/def2-TZVPD, the OMol25 dataset).

Computed properties:
* SMILES: C[C@](C#N)(C(C#N)C#N)C1CC1
* HOMO-LUMO gap: 0.431 Ha

The geometry in ORCA input format:
```
! RIJCOSX wB97M-V def2-TZVPD def2/J DEFGRID3
* xyz 0 1
C -1.49258 0.29329 1.29117
C -0.53774 0.17228 0.10199
C -0.48541 1.62514 -0.38949
N -0.49807 2.74788 -0.66060
C -1.31946 -0.72630 -1.01939
C -0.63365 -0.47591 -2.30746
N -0.01058 -0.46993 -3.30086
C -1.05731 -2.08682 -0.63501
N -0.71848 -3.11101 -0.28617
C 0.84789 -0.30358 0.35635
C 1.99879 0.36009 -0.31522
C 1.84719 0.45114 1.16074
H -1.71164 -0.68694 1.67851
H -2.37575 0.72276 0.95370
H -1.06609 0.92193 2.18961
H -2.31361 -0.36419 -1.02646
H 0.83310 -1.33046 0.32418
H 1.86511 1.22370 -0.96719
H 2.80391 -0.31631 -0.61844
H 2.61615 -0.13396 1.89106
H 1.40824 1.48721 1.57898
*
```

***

2) # C9H9N3

A single C9H9N3 molecule (ωB97M-V/def2-TZVPD, the OMol25 dataset).

Computed properties:
* SMILES: CNc1ccc2cncnc2c1
* HOMO-LUMO gap: 0.320 Ha

The geometry in ORCA input format:
```
! RIJCOSX wB97M-V def2-TZVPD def2/J DEFGRID3
* xyz 0 1
C -2.02679 -0.98344 2.59227
N -1.67183 -1.46920 1.31061
C -0.81324 -0.76241 0.46668
C -0.40960 -1.53754 -0.71135
C 0.61585 -1.09923 -1.40753
C 1.23156 0.18444 -1.30166
C 2.11662 0.87485 -2.11292
N 2.60862 2.09732 -1.90496
C 1.88097 2.77791 -1.01677
N 0.92021 2.33501 -0.27296
C 0.65890 0.94541 -0.30139
C -0.35859 0.50716 0.61164
H -2.49526 -0.04772 2.53069
H -1.32137 -1.12810 3.46293
H -2.92709 -1.70062 2.87966
H -2.08046 -2.39010 1.08183
H -1.06208 -2.43807 -1.04922
H 0.95781 -1.73019 -2.17365
H 2.65660 0.34716 -2.98077
H 2.00526 3.93506 -1.05727
H -0.48606 1.28230 1.35414
*
```

***

Energy ordering: 2) at the bottom, the next structure 182.4 kJ/mol above.

***

1) # C4H7BrNS

A gas-phase ion, C4H7BrNS (charge +1) (ωB97M-V/def2-TZVPD, the OMol25 dataset).

Computed properties:
* SMILES: C[N@H+]1[C@H](Br)[C@H]1C=S
* HOMO-LUMO gap: 0.306 Ha

The geometry in ORCA input format:
```
! RIJCOSX wB97M-V def2-TZVPD def2/J DEFGRID3
* xyz 1 1
C -0.69585 1.35777 0.59045
N 0.32867 0.70069 -0.29367
C 1.22766 -0.29577 0.31540
Br 3.12957 -0.22678 0.13613
C 0.33672 -0.66375 -0.77368
C -0.87809 -1.62005 -0.44204
S -2.23951 -1.37621 0.40363
H -1.01432 2.39123 0.21659
H -1.48598 0.64013 0.81057
H -0.24848 1.44074 1.51995
H 0.77367 1.40211 -0.94420
H 0.88679 -0.33672 1.35117
H 0.58362 -0.85859 -1.78978
H -0.70444 -2.55482 -1.10052
*
```

***

2) # C4H7BrNS

A gas-phase ion, C4H7BrNS (charge +1) (ωB97M-V/def2-TZVPD, the OMol25 dataset).

Computed properties:
* HOMO-LUMO gap (spin up / spin down): 0.247 / 0.247 Ha

The geometry in ORCA input format:
```
! RIJCOSX wB97M-V def2-TZVPD def2/J DEFGRID3
* xyz 1 1
C -0.71041 -0.87771 0.05977
C 0.20271 -1.89494 0.10543
C 2.10773 -0.12601 0.38615
C -1.49493 1.40253 -0.30931
N -0.45996 0.40930 -0.12909
S 1.88472 -1.68007 -0.19081
Br 3.66289 0.83706 0.00310
H -1.75488 -1.14105 0.18049
H -0.12323 -2.91359 0.22393
H 1.48935 0.28688 1.17199
H -2.47973 0.94583 -0.26035
H -1.40763 2.15496 0.47884
H -1.38053 1.90679 -1.26980
H 0.46389 0.69001 -0.45034
*
```

***

Energy ordering: 2) at the bottom, the next structure 84.0 kJ/mol above.